Formula: C12H22Cl4O4S
Source: OMol25
Level of theory: wB97M-V/def2-TZVPD

E_tot	-3010.2890	Ha
Kohn-Sham gap	10.35	eV
largest force on an atom	5.65	eV/A

Structure (ORCA input):
```
! RIJCOSX wB97M-V def2-TZVPD def2/J DEFGRID3
* xyz 0 1
O -1.08497 2.48714 -2.69471
S -0.29323 1.96317 -3.80920
O -0.93346 1.36193 -5.01239
C 0.79565 3.21839 -4.48866
C 2.18427 2.65097 -4.01012
C 2.21634 1.08748 -3.91377
C 0.95418 0.79092 -3.13371
H 0.42920 4.16661 -4.09535
H 0.54420 3.32500 -5.54389
H 2.96482 3.08729 -4.63339
H 2.30646 3.02570 -2.99388
H 3.13577 0.62704 -3.55216
H 2.13387 0.91787 -4.98733
H 1.00645 1.07398 -2.08241
H 0.59767 -0.22311 -3.31467
O -0.67771 0.34086 -0.56386
C -0.56317 0.86693 0.58558
C -1.42559 1.90551 1.31821
C -0.85727 1.80433 2.77640
C 0.43910 1.20236 2.68555
O 0.52789 0.54285 1.42776
H -1.55880 2.88280 0.85424
H -2.44219 1.51678 1.37756
H -0.79225 2.80056 3.21389
H -1.48372 1.31632 3.52306
H 1.20379 1.97531 2.76227
H 0.61560 0.39187 3.39269
Cl -3.03804 -1.48263 2.07296
C -2.06594 -2.43842 0.83310
C -2.88397 -2.52397 -0.48592
Cl -2.06564 -3.24801 -1.87630
H -1.70943 -3.43366 1.09864
H -1.08016 -1.99117 0.70535
H -3.28832 -1.57802 -0.84615
H -3.80998 -3.04350 -0.23956
Cl 1.68424 -5.00706 3.04281
C 1.73171 -3.99428 4.47842
C 0.93313 -2.78239 4.10339
Cl -0.82889 -2.97452 4.15873
H 2.78087 -3.76937 4.67022
H 1.45019 -4.54384 5.37665
H 1.14263 -2.39940 3.10463
H 1.10489 -1.89680 4.71522
*
```

Atom charges from the Mulliken analysis, given in e for atoms 1 to 4: atom 1 (O): -0.625, atom 2 (S): 1.171, atom 3 (O): -0.695, atom 4 (C): -0.639


Formula: C12H22FeN7SSe
Source: OMol25
Level of theory: wB97M-V/def2-TZVPD

E_tot	-4916.5047	Ha
Kohn-Sham gap (spin up / spin down)	8.71 / 5.72	eV
<S²>	8.77
largest force on an atom	1.76	eV/A

Structure (ORCA input):
```
! RIJCOSX wB97M-V def2-TZVPD def2/J DEFGRID3
* xyz 2 6
Fe -0.24192 -0.45629 -0.44208
C 3.82169 1.37075 3.15294
C 2.78581 0.32977 3.24196
N 2.66412 -0.53601 4.18967
N 1.59513 -1.29453 3.90564
C 1.01300 -0.91886 2.75727
S -0.35669 -1.54159 2.03516
N 1.77432 0.12666 2.30468
N 1.50477 0.80444 1.10872
H 4.41092 1.33760 4.06626
H 3.37339 2.35940 3.05316
H 4.48586 1.19608 2.30594
H 1.31486 -2.04028 4.52920
H 1.17204 1.74894 1.32092
H 2.37470 0.90815 0.58362
N 0.22703 0.70978 -2.49221
C 0.86365 -0.04756 -3.59085
C 0.24196 -1.44384 -3.73757
C 1.17431 -2.57952 -3.31052
C 1.46253 -2.64044 -1.81289
N 0.22663 -2.64606 -0.99989
H -0.71927 0.93875 -2.80097
H 0.71684 1.59900 -2.40391
H 1.92984 -0.13182 -3.37208
H 0.76107 0.50647 -4.53096
H -0.02532 -1.61052 -4.78037
H -0.68332 -1.47473 -3.15156
H 2.12551 -2.47041 -3.83378
H 0.74762 -3.53157 -3.63059
H 2.05957 -1.77055 -1.50511
H 2.05349 -3.54247 -1.62004
H 0.39788 -3.16311 -0.13764
H -0.49372 -3.17726 -1.49150
Se -2.51773 -0.07847 -0.40883
C -3.49763 1.30776 0.49361
C -3.58055 2.58394 -0.05804
C -4.29976 3.54815 0.64008
N -4.88365 3.26484 1.77742
C -4.82965 2.07109 2.31271
C -4.13823 1.03348 1.69698
H -3.12813 2.82631 -1.00840
H -4.40687 4.55690 0.26092
H -5.35274 1.91964 3.24676
H -4.12336 0.04797 2.13619
*
```

Atom charges from the Mulliken analysis, given in e for atoms 1 to 4: atom 1 (Fe): 0.784, atom 2 (C): -1.256, atom 3 (C): 0.850, atom 4 (N): -0.635


Formula: C12H22NO9PS2Si
Source: OMol25
Level of theory: wB97M-V/def2-TZVPD

E_tot	-2629.3947	Ha
Kohn-Sham gap	8.26	eV
largest force on an atom	4.74	eV/A

Structure (ORCA input):
```
! RIJCOSX wB97M-V def2-TZVPD def2/J DEFGRID3
* xyz 0 1
C 4.53681 0.07297 -1.37150
C 3.78733 1.46228 -1.67795
Si 2.15747 1.73062 -0.71247
C 0.88314 0.30382 -0.90863
C 0.07181 -0.13891 0.36786
C -0.99668 -1.27626 0.16283
C -1.18266 -1.87277 -1.25271
C -0.35536 -1.43529 -2.50472
C 0.69221 -0.31803 -2.31445
P 1.15060 3.52525 -1.60324
N 0.20758 4.17463 -0.22005
O 2.31620 4.66686 -2.14846
H 5.11839 0.12685 -0.37420
H 3.88188 -0.85581 -1.45232
H 5.35882 -0.04872 -2.17776
H 4.51291 2.29948 -1.33822
H 3.63206 1.61584 -2.79875
H 2.39252 1.93625 0.71599
H 0.24954 0.37185 1.38084
H -1.62341 -1.59071 1.06846
H -1.98905 -2.68822 -1.37593
H -0.54695 -1.90366 -3.53825
H 1.30537 0.06395 -3.20773
H 0.64394 3.75956 0.63228
H -0.69247 3.65204 -0.29135
H 2.09483 4.79344 -3.10295
O -5.77907 -2.52390 -1.33780
S -5.07339 -3.56002 -2.02986
O -4.54774 -3.39592 -3.35066
O -5.98611 -4.90127 -1.99840
C -5.26451 -5.95815 -1.36554
C -4.32067 -5.27333 -0.38871
O -3.87899 -4.09517 -1.06357
H -4.70967 -6.50094 -2.13599
H -5.95144 -6.64126 -0.86483
H -3.47258 -5.90270 -0.11905
H -4.84761 -4.96522 0.51910
O -0.47336 2.12240 2.58796
S 0.67089 1.72599 3.35459
O 1.06656 0.35933 3.50998
O 0.55256 2.40175 4.82472
C 1.69538 3.22274 5.06895
C 2.14933 3.69697 3.69767
O 1.95133 2.57610 2.83473
H 2.46158 2.60651 5.54762
H 1.43487 4.05246 5.72681
H 3.19356 4.00914 3.68989
H 1.52225 4.51720 3.33577
*
```

Atom charges from the Mulliken analysis, given in e for atoms 1 to 4: atom 1 (C): -1.070, atom 2 (C): -0.407, atom 3 (Si): 0.311, atom 4 (C): 0.549


Which formula does entry 1 have?
C12H22Cl4O4S


What is the E_tot in the third record?
-2629.3947 Ha